1:
17
Properties=species:S:1:pos:R:3 method="wB97M-V/def2-TZVPD" multiplicity=1 homo_lumo_gap_ev=8.76 smiles="[H]/N=C/C=C(/O)C(=C)C" e_homo_ev=-8.4
H -3.5062 -0.3966 -0.0916
N -2.8392 -0.3631 -0.8702
C -1.6980 -0.8483 -0.5164
C -0.4553 -0.7416 -1.4698
C 0.6314 -0.3040 -0.8358
O 1.7145 0.1819 -1.5450
C 0.5018 0.1989 0.5579
C 0.1363 -0.5166 1.6585
C 1.4281 1.3799 0.8400
H -1.6617 -1.7436 0.1231
H -0.6664 -0.6994 -2.5288
H 1.4680 0.2787 -2.4792
H 0.6894 -0.4369 2.5905
H -0.8053 -1.0226 1.8038
H 1.4259 1.6834 1.8916
H 1.1655 2.2431 0.2202
H 2.4713 1.1068 0.6513

***

2:
17
Properties=species:S:1:pos:R:3 method="wB97M-V/def2-TZVPD" multiplicity=1 homo_lumo_gap_ev=9.37 smiles="CCC(C)=C=NC=O" e_homo_ev=-8.6
C -1.0122 -1.4514 1.0601
C -0.2920 -0.2742 1.5836
C 0.2858 0.6547 0.4498
C 0.3138 2.1252 0.4065
C 0.5835 0.0261 -0.6652
N 1.0527 -0.4433 -1.7280
C 0.8230 -0.9266 -2.9355
O 0.4287 -2.0559 -3.1889
H -1.7778 -1.0215 0.4345
H -1.6548 -1.9824 1.8512
H -0.2817 -2.0346 0.6058
H -0.8785 0.3502 2.1886
H 0.5955 -0.5677 2.2196
H 0.8286 2.6920 -0.3521
H -0.7106 2.6524 0.4750
H 0.6451 2.5251 1.3871
H 1.0507 -0.2682 -3.7921

***

Tell me which of them is the most stable. Sure, it is 2.